A 2-piece molecular cluster, C5H10N2O2 overall in a non-equilibrium geometry. Source: OMol25; level of theory: wB97M-V/def2-TZVPD.

Output
Max |F|   4.1 eV Å⁻¹
Energy above the lowest of the compared OMol25 structures with the same formula, charge and spin   6.306 eV
Total charge   0
HOMO-LUMO gap   8.811 eV
Highest occupied orbital energy   -8.04 eV

Each line ends with the natural charge from an NBO analysis.
Element x y z (Å)
C: 0.489 1.577 -0.190  0.314
C: 0.339 1.726 -1.617  -0.769
C: 1.183 -1.309 -0.262  -0.652
C: -0.148 -0.746 2.001  -0.679
C: 0.035 -0.654 0.496  0.226
N: 0.744 1.676 0.919  -0.379
N: -1.089 -0.472 -0.218  0.334
O: -2.230 0.023 0.488  -0.614
O: -1.297 -0.582 -1.396  -0.539
H: -0.221 0.835 -2.036  0.302
H: -0.266 2.613 -1.794  0.256
H: 1.419 1.890 -2.038  0.255
H: 1.115 -2.326 -0.153  0.227
H: 2.115 -1.031 0.184  0.228
H: 1.164 -1.138 -1.316  0.238
H: 0.204 -1.738 2.435  0.226
H: -1.169 -0.439 2.148  0.262
H: 0.670 0.005 2.419  0.257
H: -3.059 0.091 -0.069  0.505

Cartesian forces (eV/Å) of the 3 atoms listed first:
0.66 1.51 -0.27
1.07 -0.55 -1.38
-0.87 2.28 0.68